No. 1
DFT (wB97M-V/def2-TZVPD) results for a cluster of 9 separate species, C34H44F24O20S in total.

The frontier orbital gap (alpha / beta) comes out at 2.4112 / 7.5569 eV. As for the total energy: -5621.74033 Ha. The expectation value of S² is 0.75. For the HOMO energy (alpha / beta), the calculation gives -0.5 / -5.6 eV.

The geometry in ORCA input format:
```
! RIJCOSX wB97M-V def2-TZVPD def2/J DEFGRID3
* xyz -1 2
C 3.320 -3.995 4.745
C 2.107 -4.140 3.807
O 0.969 -3.489 4.242
C -0.028 -3.422 3.426
O -0.038 -3.863 2.246
C -1.249 -2.653 4.045
F -1.687 -1.804 3.102
F -2.221 -3.518 4.379
F -0.918 -1.937 5.119
H 4.126 -4.612 4.348
H 3.066 -4.479 5.688
H 3.694 -2.971 4.763
H 1.920 -5.213 3.821
H 2.351 -3.806 2.799
C 4.467 4.017 -3.454
C 5.852 3.840 -2.982
O 5.883 4.165 -1.581
C 5.967 5.422 -1.147
O 6.031 6.397 -1.881
C 6.165 5.502 0.379
F 5.377 6.513 0.862
F 5.776 4.382 0.932
F 7.454 5.669 0.808
H 3.736 3.342 -3.009
H 4.467 3.730 -4.506
H 4.228 5.059 -3.243
H 6.679 4.277 -3.541
H 6.120 2.784 -3.003
C -1.798 -5.814 -6.688
C -1.787 -4.297 -6.816
O -1.036 -3.639 -5.814
C -0.742 -2.326 -5.888
O -1.024 -1.592 -6.821
C 0.065 -1.866 -4.674
F 0.030 -2.825 -3.665
F 1.326 -1.652 -5.029
F -0.396 -0.703 -4.227
H -1.908 -6.188 -5.670
H -0.817 -6.172 -7.000
H -2.610 -6.339 -7.191
H -2.818 -3.943 -6.819
H -1.449 -4.079 -7.829
C 3.051 -0.234 1.675
C 3.749 -0.472 2.931
O 4.635 0.685 3.133
C 5.852 0.544 3.752
O 6.338 -0.495 4.039
C 6.661 1.845 4.066
F 7.075 1.751 5.329
F 7.732 1.843 3.216
F 5.907 2.926 3.984
H 3.603 -0.020 0.759
H 2.448 0.664 1.809
H 2.366 -1.078 1.601
H 4.284 -1.379 2.650
H 3.029 -0.578 3.742
C -6.116 -1.628 1.521
C -4.670 -1.165 1.773
O -4.755 -0.400 2.970
C -3.817 0.561 3.167
O -2.777 0.646 2.506
C -3.897 1.401 4.466
F -2.926 1.052 5.304
F -3.830 2.695 4.052
F -5.051 1.221 5.091
H -6.782 -0.768 1.595
H -6.340 -2.428 2.226
H -6.237 -2.075 0.534
H -4.378 -0.579 0.901
H -4.023 -2.011 2.006
C 2.920 4.965 2.800
C 2.665 3.598 2.200
O 1.571 3.000 2.875
C 1.649 2.457 4.142
O 2.682 2.460 4.843
C 0.328 1.736 4.699
F 0.356 0.443 4.511
F 0.239 1.929 5.989
F -0.719 2.280 4.106
H 2.067 5.629 2.660
H 3.768 5.370 2.247
H 3.144 4.998 3.866
H 3.559 2.975 2.243
H 2.455 3.706 1.136
C -3.451 1.077 -5.146
C -2.890 1.860 -3.942
O -3.869 2.099 -2.913
C -4.154 1.184 -1.929
O -3.580 0.119 -1.691
C -5.283 1.695 -0.928
F -5.705 2.915 -1.304
F -6.309 0.837 -0.900
F -4.805 1.802 0.331
H -4.259 1.671 -5.574
H -3.832 0.113 -4.811
H -2.762 0.948 -5.981
H -2.581 2.806 -4.386
H -2.045 1.320 -3.515
C -1.874 -3.755 -0.629
C -2.285 -3.079 -1.939
O -3.727 -3.039 -1.968
C -4.354 -2.808 -3.104
O -3.811 -2.717 -4.215
C -5.929 -2.752 -3.039
F -6.206 -1.421 -3.137
F -6.518 -3.522 -3.989
F -6.345 -3.173 -1.802
H -2.396 -3.177 0.134
H -0.804 -3.825 -0.433
H -2.240 -4.779 -0.560
H -2.050 -3.743 -2.771
H -1.727 -2.155 -2.088
C -0.622 0.109 -0.041
C -0.866 1.573 0.271
O 0.257 2.345 -0.194
S 1.202 1.460 -1.148
O 2.632 1.777 -0.992
O 0.642 1.448 -2.507
O 0.769 0.165 -0.282
H -1.013 -0.277 -0.983
H -0.962 -0.593 0.720
H -0.926 1.657 1.356
H -1.792 2.000 -0.115
*
```

Results of the Löwdin charge analysis, in e, for atoms 1 through 6:
1 C -0.040
2 C -0.229
3 O 0.058
4 C -0.340
5 O 0.103
6 C -0.518



No. 2
DFT (wB97M-V/def2-TZVPD) results for a cluster of 2 separate species, C3H5NO2 in total.

The frontier orbital gap comes out at 10.6012 eV. As for the total energy: -322.49916 Ha. The SMILES is [H]/N=C\O.C=C=O. For the HOMO energy, the calculation gives -10.0 eV.

The geometry in ORCA input format:
```
! RIJCOSX wB97M-V def2-TZVPD def2/J DEFGRID3
* xyz 0 1
H 0.585 -0.868 1.072
N 1.585 -0.709 0.921
C 1.860 -0.511 -0.298
O 1.048 -0.464 -1.375
H 2.894 -0.349 -0.607
H 0.121 -0.450 -1.070
C -1.690 0.225 -0.138
C -1.190 1.216 0.579
O -0.725 2.073 1.211
H -2.133 0.433 -1.106
H -1.763 -0.761 0.312
*
```

Results of the Löwdin charge analysis, in e, for atoms 1 through 6:
1 H 0.026
2 N 0.094
3 C -0.366
4 O 0.010
5 H 0.117
6 H 0.043



No. 3
DFT (wB97M-V/def2-TZVPD) results for a cluster of 5 separate species, C20H36FN3O16PS in total.

The frontier orbital gap comes out at 7.5479 eV. As for the total energy: -2991.02598 Ha. For the HOMO energy, the calculation gives -12.4 eV.

The geometry in ORCA input format:
```
! RIJCOSX wB97M-V def2-TZVPD def2/J DEFGRID3
* xyz 1 1
O -2.264 -0.517 -0.834
P -2.617 -1.763 -0.187
O -3.267 -1.593 1.253
O -3.656 -2.623 -1.040
C -1.167 -2.859 0.002
C -0.390 -3.349 -1.237
C 1.084 -3.322 -0.729
F 1.683 -2.237 -1.331
C 0.978 -2.884 0.717
C 2.155 -2.795 1.640
C 1.811 -3.146 3.098
S 1.598 -4.904 3.467
C 0.489 -5.492 2.255
N -0.790 -5.529 2.231
N -1.158 -6.076 1.032
C -0.089 -6.354 0.396
O 0.999 -6.010 1.103
N -0.213 -2.615 1.093
H -3.949 -2.261 1.415
H -3.507 -3.568 -0.880
H -1.646 -3.792 0.346
H -0.543 -2.725 -2.112
H -0.753 -4.355 -1.405
H 1.628 -4.251 -0.860
H 2.652 -1.828 1.553
H 2.882 -3.521 1.272
H 0.973 -2.532 3.430
H 2.651 -2.832 3.712
H -0.009 -6.783 -0.585
H -0.522 -2.306 2.008
C -4.372 -6.364 -5.822
O -5.091 -5.140 -5.660
C -4.420 -4.180 -5.034
O -3.294 -4.268 -4.603
O -5.202 -3.109 -4.954
C -4.592 -1.990 -4.308
H -5.032 -7.050 -6.343
H -3.477 -6.208 -6.420
H -4.112 -6.788 -4.853
H -3.715 -1.657 -4.860
H -4.323 -2.242 -3.286
H -5.321 -1.185 -4.294
C -0.048 5.934 1.404
O -0.402 4.593 1.773
C -1.178 3.962 0.889
O -1.584 4.415 -0.145
O -1.424 2.738 1.357
C -2.253 1.938 0.500
H 0.578 6.326 2.201
H 0.517 5.941 0.474
H -0.938 6.553 1.313
H -1.778 1.789 -0.463
H -3.232 2.400 0.375
H -2.375 0.983 0.987
C 3.971 3.599 -4.548
O 3.825 3.728 -3.132
C 2.598 3.475 -2.683
O 1.651 3.157 -3.351
O 2.601 3.633 -1.358
C 1.336 3.398 -0.739
H 5.006 3.830 -4.780
H 3.753 2.581 -4.866
H 3.324 4.304 -5.067
H 1.010 2.371 -0.908
H 0.592 4.096 -1.111
H 1.467 3.552 0.330
C 4.673 6.794 6.523
O 4.137 5.504 6.213
C 3.409 5.468 5.101
O 3.178 6.397 4.373
O 2.972 4.218 4.930
C 2.172 4.047 3.761
H 5.240 6.685 7.443
H 5.338 7.134 5.732
H 3.873 7.514 6.681
H 2.746 4.281 2.864
H 1.278 4.663 3.811
H 1.874 3.002 3.725
*
```

Results of the Löwdin charge analysis, in e, for atoms 1 through 6:
1 O -0.215
2 P 0.448
3 O -0.083
4 O -0.082
5 C -0.272
6 C -0.016



No. 4
DFT (wB97M-V/def2-TZVPD) results for a structure of composition C19H36InO11P2S.

The frontier orbital gap comes out at 5.7636 eV. As for the total energy: -2844.36694 Ha. For the HOMO energy, the calculation gives -3.9 eV.

The geometry in ORCA input format:
```
! RIJCOSX wB97M-V def2-TZVPD def2/J DEFGRID3
* xyz -1 1
C 0.151 4.451 -1.581
C 1.459 3.701 -1.882
C 1.839 3.671 -3.368
C 2.444 2.332 -3.793
O 1.568 1.277 -3.550
In 2.299 -0.368 -2.550
C 3.369 0.303 -0.751
O 4.770 -0.079 -0.824
C 5.103 -1.283 -0.334
C 6.446 -1.734 -0.840
O 4.395 -1.931 0.400
P 4.040 -1.353 -4.185
S 4.361 -3.322 -4.006
P 0.335 -1.997 -2.414
O -0.001 -1.905 -0.772
O 1.113 -3.461 -2.323
H 0.253 5.098 -0.708
H -0.162 5.071 -2.419
H -0.650 3.742 -1.360
H 2.270 4.155 -1.307
H 1.368 2.667 -1.550
H 0.952 3.846 -3.983
H 2.559 4.465 -3.586
H 2.674 2.393 -4.870
H 3.414 2.216 -3.269
H 3.367 1.391 -0.703
H 2.924 -0.088 0.162
H 7.028 -2.141 -0.015
H 6.265 -2.523 -1.574
H 6.987 -0.923 -1.321
H 5.248 -0.619 -4.142
H 3.690 -1.024 -5.512
H -0.947 -1.758 -0.716
H 1.706 -3.593 -3.078
O -2.734 -5.237 -2.286
C -2.743 -5.043 -1.109
O -3.899 -4.709 -0.456
C -3.633 -4.460 0.931
C -2.336 -5.196 1.232
C -1.606 -5.098 -0.105
H -3.533 -3.381 1.080
H -4.488 -4.817 1.502
H -1.791 -4.773 2.071
H -2.553 -6.242 1.461
H -1.024 -4.177 -0.196
H -0.954 -5.936 -0.330
O -0.747 -4.165 4.271
C -1.672 -4.174 5.024
O -2.865 -4.740 4.696
C -3.826 -4.529 5.741
C -3.002 -4.270 7.000
C -1.763 -3.594 6.424
H -4.443 -3.668 5.471
H -4.456 -5.413 5.799
H -3.538 -3.675 7.736
H -2.726 -5.219 7.461
H -1.884 -2.513 6.326
H -0.841 -3.789 6.964
O -0.209 7.773 -1.590
C -1.282 7.602 -1.101
O -2.373 7.279 -1.844
C -3.540 7.194 -1.017
C -3.016 6.944 0.394
C -1.682 7.680 0.362
H -4.085 8.139 -1.090
H -4.166 6.394 -1.406
H -3.703 7.289 1.165
H -2.845 5.877 0.539
H -1.776 8.735 0.628
H -0.904 7.235 0.977
*
```

Results of the Löwdin charge analysis, in e, for atoms 1 through 6:
1 C -0.106
2 C -0.248
3 C -0.203
4 C -0.406
5 O -0.394
6 In 0.549



No. 5
DFT (wB97M-V/def2-TZVPD) results for the molecule C4H10N2O.

The frontier orbital gap comes out at 9.5671 eV. As for the total energy: -343.16881 Ha. The SMILES is CN[C@H](C)C(N)=O. For the HOMO energy, the calculation gives -8.8 eV.

The geometry in ORCA input format:
```
! RIJCOSX wB97M-V def2-TZVPD def2/J DEFGRID3
* xyz 0 1
C 0.020 0.810 -1.695
N 0.943 0.600 -0.580
C 0.536 -0.366 0.445
C 0.578 -1.774 -0.100
C -0.863 -0.046 0.985
N -0.915 0.976 1.902
O -1.860 -0.627 0.613
H -0.340 1.843 -1.720
H 0.499 0.558 -2.642
H -0.903 0.224 -1.601
H 1.187 1.479 -0.149
H 1.254 -0.280 1.258
H 0.016 -1.849 -1.031
H 0.183 -2.478 0.624
H 1.619 -2.035 -0.283
H -1.836 1.371 2.042
H -0.118 1.594 1.932
*
```

Results of the Löwdin charge analysis, in e, for atoms 1 through 6:
1 C -0.115
2 N -0.077
3 C -0.358
4 C -0.052
5 C -0.519
6 N 0.156



No. 6
DFT (wB97M-V/def2-TZVPD) results for the molecule CH4BBr.

The frontier orbital gap comes out at 9.3785 eV. As for the total energy: -2639.24709 Ha. For the HOMO energy, the calculation gives -10.8 eV.

The geometry in ORCA input format:
```
! RIJCOSX wB97M-V def2-TZVPD def2/J DEFGRID3
* xyz 0 1
B -0.032 0.361 -0.150
C 1.117 -0.560 -0.234
Br 2.876 0.038 -0.006
H 0.055 1.449 -0.691
H -1.139 -0.211 -0.158
H 0.958 -1.590 -0.164
H 0.243 0.702 0.934
*
```

Results of the Löwdin charge analysis, in e, for atoms 1 through 6:
1 B -0.483
2 C -0.478
3 Br 0.756
4 H 0.064
5 H 0.046
6 H 0.023



No. 7
DFT (wB97M-V/def2-TZVPD) results for a cluster of 4 separate species, C30H64F4I2NO18P4S in total.

The frontier orbital gap comes out at 6.6275 eV. As for the total energy: -5348.63358 Ha. For the HOMO energy, the calculation gives -11.2 eV.

The geometry in ORCA input format:
```
! RIJCOSX wB97M-V def2-TZVPD def2/J DEFGRID3
* xyz 1 1
C -4.437 9.813 4.124
C -4.071 8.738 2.962
C -2.962 7.675 3.393
I -3.513 7.183 5.491
C -2.756 6.414 2.458
C -3.405 5.090 3.149
N -1.301 6.021 2.583
C -0.345 6.114 3.707
C 0.803 7.237 3.452
O 0.383 8.282 2.570
C 1.403 7.747 4.830
F 0.435 8.483 5.528
F 2.563 8.468 4.603
F 1.779 6.639 5.613
C -0.808 5.441 1.505
C 0.598 4.849 1.133
C -1.987 5.457 0.404
I -2.456 3.464 -0.373
C -3.201 6.421 0.898
P -2.955 7.971 -0.159
O -2.540 7.681 -1.610
O -1.672 8.864 0.509
O -4.286 8.974 -0.347
S -4.916 5.900 0.453
O -5.989 6.833 0.893
O -4.940 5.861 -1.049
F -5.362 4.392 0.965
H -3.536 10.132 4.725
H -4.769 10.746 3.544
H -5.333 9.504 4.736
H -3.643 9.396 2.127
H -5.059 8.256 2.695
H -1.989 8.267 3.510
H -3.381 4.232 2.384
H -4.491 5.223 3.427
H -2.755 4.705 4.006
H -0.779 6.347 4.722
H 0.237 5.138 3.836
H 1.656 6.685 2.928
H 0.505 9.127 3.051
H 0.404 3.821 0.663
H 1.292 4.691 2.020
H 1.076 5.476 0.315
H -1.360 5.834 -0.481
H -1.864 9.823 0.485
H -4.833 9.084 0.455
O 2.490 1.451 1.554
P 2.872 0.083 0.977
O 1.347 -0.432 0.598
C 0.715 0.112 -0.549
C 1.229 -0.541 -1.819
O 3.019 -0.682 2.443
C 3.505 0.028 3.580
C 2.352 0.392 4.498
O 3.462 -1.347 0.265
C 4.805 -1.749 0.567
C 4.786 -2.964 1.476
H 0.861 1.197 -0.584
H -0.357 -0.077 -0.449
H 2.278 -0.284 -1.990
H 0.651 -0.213 -2.687
H 1.173 -1.629 -1.746
H 4.074 0.912 3.283
H 4.196 -0.631 4.111
H 1.588 0.971 3.973
H 2.704 0.973 5.352
H 1.862 -0.513 4.866
H 5.374 -0.927 1.012
H 5.283 -2.015 -0.379
H 4.529 -2.687 2.500
H 5.764 -3.447 1.503
H 4.036 -3.688 1.149
O -0.813 -1.616 -5.408
P -1.515 -2.976 -5.365
O -1.005 -3.503 -6.846
C 0.333 -3.958 -6.983
C 0.488 -5.371 -6.450
O -3.001 -2.402 -5.840
C -3.439 -1.112 -5.423
C -3.296 -0.120 -6.562
O -2.257 -4.500 -5.178
C -3.265 -4.639 -4.171
C -4.631 -4.760 -4.820
H 1.022 -3.275 -6.476
H 0.573 -3.941 -8.049
H 0.347 -5.394 -5.365
H 1.482 -5.765 -6.674
H -0.263 -6.033 -6.885
H -2.901 -0.778 -4.532
H -4.494 -1.195 -5.145
H -2.269 -0.081 -6.934
H -3.589 0.883 -6.243
H -3.924 -0.418 -7.404
H -3.234 -3.805 -3.464
H -3.045 -5.556 -3.619
H -4.982 -3.794 -5.185
H -5.370 -5.131 -4.107
H -4.597 -5.428 -5.684
O 4.282 -6.759 0.573
P 3.664 -8.155 0.644
O 4.184 -8.686 -0.834
C 5.543 -9.072 -0.979
C 5.780 -10.463 -0.419
O 2.148 -7.662 0.182
C 1.663 -6.387 0.605
C 1.769 -5.379 -0.521
O 3.005 -9.708 0.891
C 2.024 -9.865 1.923
C 0.653 -10.075 1.305
H 6.200 -8.342 -0.495
H 5.769 -9.065 -2.048
H 5.654 -10.470 0.668
H 6.790 -10.808 -0.648
H 5.060 -11.173 -0.830
H 2.192 -6.036 1.494
H 0.614 -6.516 0.888
H 2.795 -5.300 -0.889
H 1.440 -4.393 -0.188
H 1.154 -5.688 -1.371
H 2.026 -9.009 2.603
H 2.299 -10.752 2.498
H 0.247 -9.139 0.918
H -0.053 -10.460 2.044
H 0.705 -10.767 0.461
*
```

Results of the Löwdin charge analysis, in e, for atoms 1 through 6:
1 C -0.190
2 C -0.303
3 C -0.537
4 I 1.017
5 C -0.366
6 C -0.102